Record 1
The following is a DFT calculation (ωB97M-V with the def2-TZVPD basis set) of C33H25F5N4O5PtS3 as an isolated structure at a distorted geometry.

Properties
Energy above the lowest of the compared OMol25 structures with the same formula, charge and spin = 18.2 kcal/mol
M = 943.86 g/mol
HOMO level (spin up / spin down) = -0.09853 / -0.09851 Eh
Kohn-Sham gap (spin up / spin down) = 6.716 / 6.719 eV

Geometry as ORCA input:
```
! wB97M-V def2-TZVPD RIJCOSX def2/J DEFGRID3
* xyz -2 1
Pt -0.586 -0.579 -0.360
O -1.962 3.488 4.340
C -1.690 2.693 3.265
C -1.160 3.201 2.092
C -0.903 2.348 1.032
N -1.129 1.033 1.141
C -1.703 0.556 2.250
C -1.997 1.344 3.341
C -2.113 -0.909 2.227
O -2.670 -1.373 3.215
O -1.842 -1.525 1.143
C -0.442 2.966 -0.319
O -0.276 4.200 -0.283
O -0.326 2.150 -1.242
H -1.668 4.380 4.128
H -0.946 4.253 1.945
H -2.459 0.897 4.209
F 0.418 -1.929 -3.376
C 1.234 -0.985 -2.866
C 0.984 -0.335 -1.668
C 1.961 0.602 -1.324
F 1.860 1.315 -0.202
C 3.087 0.861 -2.079
F 3.987 1.782 -1.689
C 3.293 0.180 -3.263
F 4.382 0.420 -4.017
C 2.355 -0.746 -3.653
F 2.534 -1.428 -4.804
C -1.265 -4.595 -2.650
C -1.659 -4.323 -1.192
C -0.428 -4.028 -0.341
C -2.820 -3.336 -1.160
C -4.077 -3.879 -0.924
C -5.239 -3.134 -1.020
C -5.136 -1.812 -1.420
C -3.909 -1.208 -1.668
C -3.954 0.233 -2.167
C -3.063 0.524 -3.376
C -3.708 1.260 -1.060
C -2.729 -1.963 -1.466
N -1.509 -1.342 -1.726
H -0.453 -5.326 -2.699
H -0.926 -3.677 -3.132
H -2.117 -4.982 -3.214
H -2.085 -5.253 -0.801
H 0.159 -3.203 -0.739
H 0.216 -4.913 -0.335
H -0.703 -3.784 0.685
H -4.138 -4.929 -0.655
H -6.203 -3.580 -0.810
H -6.034 -1.216 -1.549
H -4.989 0.365 -2.502
H -2.006 0.470 -3.120
H -3.268 1.534 -3.741
H -3.257 -0.186 -4.184
H -2.653 1.292 -0.798
H -4.293 1.025 -0.168
H -3.988 2.258 -1.406
S 3.907 1.226 5.725
C 3.323 0.681 4.258
S 1.957 -0.370 4.115
C 2.071 -0.340 2.356
N 3.052 0.386 1.948
N 3.737 0.960 3.001
C 4.769 1.867 2.614
C 5.939 1.994 3.350
C 6.919 2.876 2.915
C 6.739 3.619 1.758
C 5.569 3.474 1.025
C 4.580 2.601 1.447
S 0.942 -1.325 1.496
H 6.074 1.418 4.251
H 7.832 2.976 3.489
H 7.510 4.302 1.424
H 5.416 4.039 0.114
H 3.675 2.465 0.874
*
```

Mulliken population analysis, charges in e, atoms 1 to 5: number 1, Pt, carries 1.88; number 2, O, carries -0.59; number 3, C, carries 1.15; number 4, C, carries -0.51; number 5, C, carries -0.24

---

Record 2
The following is a DFT calculation (ωB97M-V with the def2-TZVPD basis set) of C35H55BeN6O12PS3 as an isolated structure at a distorted geometry.

Properties
Energy above the lowest of the compared OMol25 structures with the same formula, charge and spin = 165.9 kcal/mol
M = 888.04 g/mol
HOMO level = -0.29762 Eh
Kohn-Sham gap = 1.999 eV

Geometry as ORCA input:
```
! wB97M-V def2-TZVPD RIJCOSX def2/J DEFGRID3
* xyz 0 1
Be 3.352 3.801 -2.118
S 0.325 0.710 -0.095
O -0.903 0.919 0.631
O 0.249 1.238 -1.446
O 1.388 1.536 0.410
O 0.614 -0.698 -0.025
C 3.432 -3.786 -5.455
C 2.080 -3.156 -5.789
C 2.252 -1.880 -6.621
S 3.919 -1.203 -6.083
O 3.629 0.064 -5.401
O 4.861 -1.133 -7.216
C 4.251 -2.562 -4.920
H 3.836 -4.224 -6.367
H 3.486 -4.551 -4.681
H 1.572 -2.939 -4.849
H 1.372 -3.801 -6.310
H 1.478 -1.239 -6.198
H 2.284 -2.061 -7.696
H 3.688 -2.294 -4.026
H 5.331 -2.527 -4.777
C 7.201 -2.201 2.652
C 7.757 -2.869 1.354
C 8.370 -1.709 0.498
S 7.558 -0.167 0.949
O 6.678 0.306 -0.116
O 8.595 0.686 1.537
C 6.577 -0.850 2.260
H 7.914 -2.087 3.469
H 6.389 -2.708 3.172
H 6.908 -3.246 0.783
H 8.454 -3.680 1.563
H 8.347 -1.774 -0.590
H 9.436 -1.581 0.691
H 5.574 -1.026 1.870
H 6.605 -0.091 3.042
C -2.086 6.702 2.006
O -3.048 6.974 0.934
P -2.335 7.628 -0.407
O -1.086 6.909 -0.802
O -3.608 7.640 -1.426
C -4.154 6.429 -1.928
O -2.095 9.186 0.004
C -3.165 10.132 -0.193
H -2.493 6.145 2.851
H -1.754 7.614 2.502
H -1.243 6.100 1.667
H -5.238 6.368 -1.834
H -3.837 5.608 -1.285
H -3.718 6.201 -2.901
H -3.323 10.241 -1.266
H -2.736 11.072 0.155
H -4.054 9.868 0.379
N -3.026 -1.985 4.382
C -3.668 -3.214 4.293
C -3.795 -3.699 5.582
C -3.441 -2.605 6.454
C -2.918 -1.603 5.689
H -2.681 -1.463 3.589
H -4.064 -3.593 3.363
H -4.297 -4.603 5.892
H -3.427 -2.635 7.534
H -2.405 -0.668 5.857
N -2.774 2.175 -6.077
C -2.209 2.921 -7.099
C -3.168 3.119 -8.077
C -4.326 2.445 -7.638
C -4.062 1.903 -6.410
H -2.274 1.811 -5.279
H -1.184 3.244 -6.992
H -3.130 3.662 -9.010
H -5.231 2.286 -8.206
H -4.660 1.272 -5.770
N -2.629 -4.966 -1.936
C -3.334 -4.771 -3.098
C -3.997 -5.953 -3.374
C -3.598 -6.824 -2.354
C -2.850 -6.191 -1.413
H -2.000 -4.279 -1.544
H -3.258 -3.815 -3.593
H -4.647 -6.176 -4.207
H -4.035 -7.800 -2.199
H -2.409 -6.598 -0.515
N -6.204 1.680 1.169
C -7.197 2.317 1.816
C -8.394 1.768 1.398
C -8.144 0.801 0.418
C -6.768 0.703 0.325
H -5.207 1.762 1.309
H -6.942 2.913 2.680
H -9.336 2.008 1.869
H -8.879 0.130 -0.002
H -6.130 0.053 -0.255
N 1.937 -5.008 2.848
C 1.875 -5.112 4.235
C 2.659 -6.155 4.600
C 3.340 -6.705 3.530
C 2.864 -6.000 2.434
H 1.551 -4.317 2.220
H 1.271 -4.489 4.877
H 2.838 -6.465 5.619
H 4.183 -7.377 3.472
H 3.128 -6.028 1.387
N 2.662 2.296 5.340
C 2.808 1.321 6.315
C 3.608 1.879 7.329
C 3.838 3.169 7.037
C 3.094 3.483 5.910
H 2.196 2.115 4.463
H 2.468 0.317 6.110
H 4.031 1.332 8.159
H 4.461 3.788 7.665
H 3.002 4.388 5.327
*
```

Mulliken population analysis, charges in e, atoms 1 to 5: number 1, Be, carries 0.41; number 2, S, carries 1.33; number 3, O, carries -0.46; number 4, O, carries -0.39; number 5, O, carries -0.42

---

Record 3
The following is a DFT calculation (ωB97M-V with the def2-TZVPD basis set) of a 2-piece molecular cluster, C5H8O2 overall.

Properties
Energy above the lowest of the compared OMol25 structures with the same formula, charge and spin = 63.3 kcal/mol
M = 100.12 g/mol
HOMO level = -0.31222 Eh
Kohn-Sham gap = 9.175 eV
SMILES string = CC(O)=C=O.C=C

Geometry as ORCA input:
```
! wB97M-V def2-TZVPD RIJCOSX def2/J DEFGRID3
* xyz 0 1
C -2.449 -0.495 -1.055
C -1.105 -0.207 -0.454
O -0.979 0.882 0.398
C -0.090 -1.031 -0.665
O 0.743 -1.819 -0.907
H -3.206 -0.523 -0.263
H -2.739 0.279 -1.778
H -2.456 -1.459 -1.572
H -0.822 1.668 -0.143
C 1.802 0.702 1.554
C 2.576 0.202 0.597
H 1.486 1.742 1.554
H 1.439 0.091 2.376
H 2.926 0.810 -0.234
H 2.873 -0.843 0.591
*
```

Mulliken population analysis, charges in e, atoms 1 to 5: number 1, C, carries -1.06; number 2, C, carries 0.10; number 3, O, carries -0.49; number 4, C, carries 0.68; number 5, O, carries -0.41

---

Record 4
The following is a DFT calculation (ωB97M-V with the def2-TZVPD basis set) of a 2-piece molecular cluster, C3H5N2O overall at a distorted geometry.

Properties
Energy above the lowest of the compared OMol25 structures with the same formula, charge and spin = 110.4 kcal/mol
M = 85.09 g/mol
HOMO level = -0.61514 Eh
Kohn-Sham gap = 10.791 eV

Geometry as ORCA input:
```
! wB97M-V def2-TZVPD RIJCOSX def2/J DEFGRID3
* xyz 1 1
C 2.927 -0.058 0.200
C -1.836 -0.088 -0.085
C -0.573 0.806 0.157
N 0.208 -1.487 0.018
N -0.554 -0.595 -0.095
O 3.870 0.378 -0.193
H -0.377 1.523 -0.611
H -2.431 -0.359 0.725
H -2.209 -0.091 -1.125
H -0.162 1.081 1.046
H 1.137 -1.111 -0.035
*
```

Mulliken population analysis, charges in e, atoms 1 to 5: number 1, C, carries 0.03; number 2, C, carries -0.20; number 3, C, carries -0.47; number 4, N, carries -0.46; number 5, N, carries 0.58

---

Record 5
The following is a DFT calculation (ωB97M-V with the def2-TZVPD basis set) of a 2-piece molecular cluster, CH2N2O3S overall at a distorted geometry.

Properties
Energy above the lowest of the compared OMol25 structures with the same formula, charge and spin = 126.8 kcal/mol
M = 122.11 g/mol
HOMO level (spin up / spin down) = -0.39884 / -0.33830 Eh
Kohn-Sham gap (spin up / spin down) = 9.651 / 5.126 eV

Geometry as ORCA input:
```
! wB97M-V def2-TZVPD RIJCOSX def2/J DEFGRID3
* xyz 0 1
C -1.232 0.022 3.106
N -0.949 -0.741 3.923
N -0.325 0.275 -1.324
O -1.020 1.067 0.619
O -3.175 0.611 1.686
O -0.178 -0.896 -1.737
S -1.882 1.241 1.807
H -1.199 0.800 -1.458
H 0.510 0.888 -1.512
*
```

Mulliken population analysis, charges in e, atoms 1 to 5: number 1, C, carries 0.22; number 2, N, carries -0.33; number 3, N, carries 0.08; number 4, O, carries -0.44; number 5, O, carries -0.45

---

Record 6
The following is a DFT calculation (ωB97M-V with the def2-TZVPD basis set) of an isolated ion of composition C4H8NO2 and charge -1 at a distorted geometry.

Properties
Energy above the lowest of the compared OMol25 structures with the same formula, charge and spin = 8.0 kcal/mol
M = 102.11 g/mol
HOMO level = -0.14083 Eh
Kohn-Sham gap = 7.939 eV
SMILES string = CC[C@H](N)C(=O)[O-]

Geometry as ORCA input:
```
! wB97M-V def2-TZVPD RIJCOSX def2/J DEFGRID3
* xyz -1 1
C 1.169 -1.489 0.558
C 0.260 -0.323 0.874
C -0.281 0.357 -0.383
N 0.536 1.531 -0.767
C -1.819 0.524 -0.613
O -2.178 1.573 -1.196
O -2.505 -0.457 -0.274
H 0.617 -2.271 0.040
H 2.004 -1.189 -0.068
H 1.563 -1.946 1.469
H -0.567 -0.597 1.535
H 0.801 0.447 1.436
H -0.109 -0.354 -1.211
H 0.589 2.173 0.020
H -0.079 2.019 -1.420
*
```

Mulliken population analysis, charges in e, atoms 1 to 5: number 1, C, carries -1.30; number 2, C, carries -0.21; number 3, C, carries 0.29; number 4, N, carries -0.80; number 5, C, carries 0.40

---

Record 7
The following is a DFT calculation (ωB97M-V with the def2-TZVPD basis set) of one molecule with the formula C7H7NS at a distorted geometry.

Properties
Energy above the lowest of the compared OMol25 structures with the same formula, charge and spin = 99.9 kcal/mol
M = 137.21 g/mol
HOMO level (spin up / spin down) = -0.27116 / -0.27113 Eh
Kohn-Sham gap (spin up / spin down) = 7.018 / 7.013 eV

Geometry as ORCA input:
```
! wB97M-V def2-TZVPD RIJCOSX def2/J DEFGRID3
* xyz 0 1
C 1.372 -0.126 -0.277
C 0.782 -1.348 -0.579
C -1.472 -1.702 0.475
C -2.546 -0.895 0.010
C 0.230 2.244 0.020
C 0.576 0.866 0.425
C -0.751 1.144 -0.022
N -0.255 -1.794 0.135
S -2.291 0.740 -0.282
H 2.495 0.023 -0.555
H 1.425 -2.144 -1.089
H -1.956 -2.460 1.141
H -3.596 -1.076 0.227
H 0.149 2.862 0.891
H 0.581 2.659 -0.992
H 0.696 0.637 1.531
*
```

Mulliken population analysis, charges in e, atoms 1 to 5: number 1, C, carries -0.53; number 2, C, carries -0.30; number 3, C, carries 0.11; number 4, C, carries -0.49; number 5, C, carries -0.30

---

Record 8
The following is a DFT calculation (ωB97M-V with the def2-TZVPD basis set) of C14H20Cl2O6STc as an isolated structure.

Properties
Energy above the lowest of the compared OMol25 structures with the same formula, charge and spin = 0.0 kcal/mol
M = 485.28 g/mol
⟨S²⟩ = 0.7545
HOMO level (spin up / spin down) = -0.60197 / -0.60449 Eh
Kohn-Sham gap (spin up / spin down) = 7.578 / 7.934 eV

Geometry as ORCA input:
```
! wB97M-V def2-TZVPD RIJCOSX def2/J DEFGRID3
* xyz 2 2
Tc 0.033 0.091 -0.114
C 2.212 -0.831 -0.052
C 2.105 -1.799 0.959
C 2.245 -1.426 2.292
C 2.414 -0.091 2.638
C 2.440 0.892 1.653
C 2.376 0.528 0.309
H 2.303 -1.122 -1.090
H 1.999 -2.842 0.689
H 2.230 -2.183 3.064
H 2.526 0.186 3.678
H 2.553 1.936 1.917
H 2.546 1.268 -0.467
C -2.923 -0.627 2.722
C -1.701 -1.245 2.065
C -1.136 -2.410 2.857
O -0.653 -0.211 1.916
C -2.046 -1.731 0.665
O -2.857 -2.526 0.370
O -1.255 -1.147 -0.372
H -2.712 -0.403 3.768
H -3.748 -1.337 2.682
H -3.242 0.281 2.204
H -0.903 -2.089 3.872
H -0.242 -2.818 2.389
H -1.885 -3.200 2.901
H -0.993 0.613 2.298
Cl 1.281 4.038 -1.749
C -0.220 4.118 -0.800
Cl 0.054 4.693 0.832
C -0.772 2.707 -0.845
O -1.541 2.289 -1.651
O -0.242 1.891 0.130
H -0.911 4.787 -1.303
C 0.126 -1.398 -4.109
S -0.527 0.008 -3.238
C -0.088 1.302 -4.375
O 0.523 0.181 -2.070
H -0.440 -1.492 -5.037
H -0.044 -2.280 -3.495
H 1.184 -1.245 -4.312
H -0.701 1.159 -5.266
H 0.972 1.237 -4.614
H -0.341 2.249 -3.909
*
```

Mulliken population analysis, charges in e, atoms 1 to 5: number 1, Tc, carries 1.07; number 2, C, carries -0.66; number 3, C, carries -0.35; number 4, C, carries -0.49; number 5, C, carries -0.51

---

Record 9
The following is a DFT calculation (ωB97M-V with the def2-TZVPD basis set) of C2H3I3N2O as an isolated structure at a distorted geometry.

Properties
M = 451.77 g/mol
HOMO level = -0.33430 Eh
Kohn-Sham gap = 7.585 eV

Geometry as ORCA input:
```
! wB97M-V def2-TZVPD RIJCOSX def2/J DEFGRID3
* xyz 0 1
C -0.507 0.853 -0.187
C 1.149 -0.881 0.306
N 0.651 0.259 -0.561
N -1.537 0.002 0.238
O -0.636 2.028 -0.332
I 2.090 1.621 -1.107
I -2.126 -1.430 -1.148
I -2.930 1.204 1.206
H 1.782 -0.772 1.238
H 0.228 -1.367 0.690
H 1.836 -1.517 -0.342
*
```

Mulliken population analysis, charges in e, atoms 1 to 5: number 1, C, carries 1.01; number 2, C, carries -0.79; number 3, N, carries -0.38; number 4, N, carries -0.72; number 5, O, carries -0.57

---

Record 10
The following is a DFT calculation (ωB97M-V with the def2-TZVPD basis set) of C2H2O3PS as an isolated structure at a distorted geometry.

Properties
Energy above the lowest of the compared OMol25 structures with the same formula, charge and spin = 57.9 kcal/mol
M = 137.08 g/mol
HOMO level = -0.17688 Eh
Kohn-Sham gap = 8.186 eV

Geometry as ORCA input:
```
! wB97M-V def2-TZVPD RIJCOSX def2/J DEFGRID3
* xyz -1 1
C 0.771 0.566 0.652
C 1.944 1.075 0.685
O -0.849 -1.708 -0.138
O -2.063 0.355 0.128
O -1.383 -1.043 2.105
P 0.422 0.673 -1.098
S -1.162 -0.632 0.737
H 0.741 -0.575 -1.370
H 1.579 1.287 -1.701
*
```

Mulliken population analysis, charges in e, atoms 1 to 5: number 1, C, carries 0.26; number 2, C, carries -0.61; number 3, O, carries -0.53; number 4, O, carries -0.54; number 5, O, carries -0.55

---

Record 11
The following is a DFT calculation (ωB97M-V with the def2-TZVPD basis set) of one molecule with the formula C21H26N4O3 at a distorted geometry.

Properties
Energy above the lowest of the compared OMol25 structures with the same formula, charge and spin = 61.2 kcal/mol
M = 382.46 g/mol
HOMO level = -0.32988 Eh
Kohn-Sham gap = 9.706 eV
SMILES string = CC(C)c1cc(CNC(=O)CCc2nnc(CCCc3ccccc3)o2)on1

Geometry as ORCA input:
```
! wB97M-V def2-TZVPD RIJCOSX def2/J DEFGRID3
* xyz 0 1
C -2.510 -2.962 -0.410
C -3.173 -2.175 0.722
C -4.634 -2.590 0.894
C -3.077 -0.716 0.414
C -2.388 0.280 1.153
C -2.563 1.416 0.420
C -2.056 2.812 0.553
N -1.016 3.058 -0.429
C 0.267 3.281 -0.076
O 0.622 3.484 1.066
C 1.239 3.321 -1.251
C 2.187 2.123 -1.184
C 1.469 0.839 -1.354
N 0.195 0.632 -1.351
N 0.006 -0.697 -1.510
C 1.174 -1.238 -1.606
C 1.466 -2.670 -1.842
C 2.495 -3.250 -0.866
C 2.045 -3.160 0.598
C 2.176 -1.763 1.139
C 3.439 -1.215 1.336
C 3.586 0.082 1.794
C 2.467 0.852 2.063
C 1.206 0.312 1.880
C 1.060 -0.988 1.427
O 2.158 -0.311 -1.529
O -3.307 1.126 -0.661
N -3.616 -0.189 -0.653
H -2.450 -4.018 -0.156
H -1.511 -2.575 -0.599
H -3.090 -2.845 -1.321
H -2.634 -2.360 1.658
H -5.091 -2.053 1.723
H -4.701 -3.657 1.092
H -5.187 -2.362 -0.013
H -1.866 0.161 2.078
H -1.620 2.974 1.541
H -2.878 3.520 0.391
H -1.202 2.690 -1.350
H 1.829 4.235 -1.167
H 0.701 3.325 -2.198
H 2.962 2.197 -1.952
H 2.683 2.106 -0.207
H 0.520 -3.208 -1.772
H 1.846 -2.778 -2.862
H 2.653 -4.297 -1.132
H 3.443 -2.722 -0.987
H 2.673 -3.829 1.192
H 1.011 -3.500 0.682
H 4.315 -1.813 1.129
H 4.576 0.491 1.938
H 2.564 1.870 2.409
H 0.339 0.922 2.079
H 0.071 -1.399 1.278
*
```

Mulliken population analysis, charges in e, atoms 1 to 5: number 1, C, carries -1.32; number 2, C, carries 0.75; number 3, C, carries -1.74; number 4, C, carries 0.45; number 5, C, carries 0.03